Below is a single C4H10N2 molecule at a distorted geometry, with properties calculated with ωB97M-V/def2-TZVPD.

Summary:
SMILES string: NC/C=C/CN
E_LUMO in eV: 1.00
HOMO in eV: -9.286
Kohn-Sham gap in eV: 10.3
Energy relative to the best compared isomer or geometry (same formula, charge and spin) in eV: 2.6029

The geometry in ORCA input format:
```
! wB97M-V def2-TZVPD RIJCOSX def2/J DEFGRID3
* xyz 0 1
N 0.70 -1.69 -2.08
C -0.53 -1.35 -1.32
C -0.52 -0.08 -0.51
C -0.28 0.12 0.83
C -0.24 1.41 1.45
N 1.01 1.82 2.17
H 0.38 -2.47 -2.81
H 1.07 -0.71 -2.64
H -0.61 -2.22 -0.61
H -1.49 -1.30 -1.85
H -0.61 0.78 -1.12
H -0.36 -0.81 1.47
H -0.51 2.25 0.71
H -1.04 1.45 2.26
H 1.77 1.93 1.38
H 1.24 0.88 2.65
*
```